[1]
{"formula": "C2H2Cl3F", "method": "ωB97M-V with the def2-TZVPD basis set", "species": ["F", "C", "C", "Cl", "Cl", "Cl", "H", "H"], "xyz": [[1.5835, 0.3123, 0.5082], [0.2470, 0.2448, 0.8057], [-0.3360, -0.2278, -0.5614], [-2.0984, -0.4136, -0.5217], [0.2837, 1.0876, -1.6312], [0.4927, -1.7847, -1.0630], [-0.1797, 1.2709, 0.9161], [0.0072, -0.4896, 1.5472]], "forces_ev_per_angstrom": [[0.409, 0.081, 1.460], [-0.819, 0.326, -2.368], [1.003, -0.026, -0.010], [0.757, 0.196, -0.126], [-1.059, -0.445, -0.655], [-0.871, 0.865, 0.328], [0.430, -0.865, 0.604], [0.150, -0.132, 0.766]], "mulliken_charge": [-0.24, -0.42, 0.41, -0.12, -0.13, -0.14, 0.32, 0.32], "charge": 0, "smiles": "FCC(Cl)(Cl)Cl"}

[2]
{"formula": "C6H35NO12", "method": "ωB97M-V with the def2-TZVPD basis set", "species": ["C", "C", "C", "C", "O", "N", "C", "C", "H", "H", "H", "H", "H", "H", "H", "H", "H", "H", "H", "H", "H", "O", "H", "H", "O", "H", "H", "O", "H", "H", "O", "H", "H", "O", "H", "H", "O", "H", "H", "O", "H", "H", "O", "H", "H", "O", "H", "H", "O", "H", "H", "O", "H", "H"], "xyz": [[-0.1555, -0.8869, 3.9564], [-0.2673, -1.7077, 2.6126], [-0.9608, -1.0113, 1.4645], [-0.1741, -0.2842, 0.3587], [-0.7511, 0.6124, -0.2753], [0.9815, -0.8147, -0.0076], [1.7039, -0.3661, -1.2474], [3.1106, -0.9301, -1.1897], [-0.3299, 0.1881, 3.8141], [0.8641, -0.9443, 4.3320], [-0.9281, -1.1601, 4.6517], [-0.9451, -2.5345, 2.9405], [0.6211, -2.2958, 2.4203], [-1.8020, -1.6213, 1.0988], [-1.6308, -0.2322, 1.9012], [1.5915, -1.3153, 0.6255], [1.5395, 0.6991, -1.2743], [1.2010, -0.8550, -2.0750], [3.0812, -1.9884, -0.9010], [3.7843, -0.3436, -0.5527], [3.6900, -0.9140, -2.1178], [-0.1336, 3.6453, -2.3214], [-0.2809, 3.0724, -1.5606], [-0.3910, 4.5552, -2.1395], [-0.5790, 0.3477, -3.5878], [-0.6447, 0.8848, -4.3820], [-0.3635, 0.7201, -2.7342], [0.4585, 2.6335, 2.7857], [-0.4973, 2.5292, 2.7702], [0.6684, 1.8124, 3.2725], [-1.2456, 3.1228, 0.3035], [-0.5587, 2.5189, 0.6220], [-1.8363, 2.4282, -0.0222], [2.6985, 2.4469, 0.8875], [1.8557, 2.5924, 1.3417], [3.2682, 3.1855, 1.1529], [-3.7243, -0.2768, 0.5814], [-4.6377, -0.4088, 0.3131], [-3.1671, -0.4359, -0.1867], [-2.9246, -2.2544, -1.3726], [-2.8019, -1.4041, -1.8136], [-2.7646, -2.9586, -2.0046], [2.5334, 3.6536, -2.2227], [2.4354, 3.3521, -1.3168], [1.5982, 3.6081, -2.5240], [-3.0197, 0.2736, -2.3783], [-3.2704, 1.1545, -2.0762], [-2.2343, 0.2942, -2.9523], [0.0808, -3.7665, -0.4114], [-0.8785, -3.8471, -0.4495], [0.2339, -3.4302, -1.2961], [2.3227, -3.5807, 0.9041], [2.0998, -3.8948, 1.8024], [1.4763, -3.8674, 0.4801]], "forces_ev_per_angstrom": [[0.741, 0.669, -1.574], [-1.295, -1.034, 2.079], [-0.865, 1.505, 0.757], [-1.518, -1.359, 0.307], [0.471, -0.194, -0.391], [1.657, 0.564, -0.845], [-0.695, -1.068, 1.041], [1.071, 0.442, -0.099], [-0.024, -0.143, -0.334], [-0.173, -0.280, 0.550], [0.057, -0.443, 0.507], [0.239, 0.435, -0.531], [0.524, 0.540, -0.479], [0.917, -0.143, -0.838], [0.706, -0.137, -0.105], [-0.617, -0.461, 0.197], [0.647, 0.436, -0.448], [-0.297, 0.235, -0.317], [0.037, 0.331, 0.262], [-0.433, -0.311, 0.479], [-0.703, 0.135, -0.375], [-0.080, -0.295, -1.112], [-0.404, 0.655, 0.527], [-0.108, -0.366, 0.524], [-0.625, -1.758, -0.570], [0.434, 0.761, 0.772], [0.345, 1.089, -0.102], [-0.040, -1.127, 0.475], [-0.437, 0.607, -0.326], [0.502, 0.542, -0.235], [-0.016, -0.383, 0.054], [0.213, 0.356, 0.078], [-0.294, 0.223, 0.011], [0.135, 0.225, -0.149], [0.078, 0.099, 0.173], [-0.287, -0.291, -0.075], [-0.156, 0.397, 0.508], [0.143, -0.127, -0.232], [-0.214, 0.044, -0.080], [0.244, -0.753, 0.509], [-0.130, 0.154, -0.414], [-0.101, 0.204, -0.261], [-0.402, -0.142, -0.314], [0.333, -0.119, 0.394], [0.642, 0.211, 0.056], [-0.598, -0.275, 0.087], [0.359, -0.179, -0.222], [0.090, 0.490, 0.006], [-0.951, -0.212, -0.687], [-0.211, -0.066, 0.604], [0.586, 0.248, -0.225], [-1.027, -0.703, 0.870], [0.780, 0.293, -0.298], [0.753, 0.480, -0.195]], "mulliken_charge": [-1.11, -0.14, -0.58, 0.17, -0.07, 0.06, 0.06, -1.30, 0.06, 0.34, 0.37, 0.38, -0.15, 0.38, 0.43, 0.33, -0.06, 0.22, 0.29, 0.30, 0.43, -0.77, 0.45, 0.27, -0.72, 0.28, 0.36, -0.73, 0.35, 0.38, -0.76, 0.30, 0.39, -0.60, 0.37, 0.28, -0.64, 0.33, 0.08, -0.60, 0.37, 0.30, -0.71, 0.30, 0.41, -0.74, 0.28, 0.39, -0.65, 0.28, 0.28, -0.63, 0.28, 0.38], "charge": 0, "smiles": "CCCC(=O)NCC.O.O.O.O.O.O.O.O.O.O.O"}

Computed HOMO, in the same sequence as the records: -11.2; -10.0 eV.
Computed energy above the lowest of the compared OMol25 structures with the same formula, charge and spin, in the same sequence as the records: 69.08; 285.30 kJ/mol.
Computed LUMO, in the same sequence as the records: 0.45; 0.12 eV.